No. 1
{
  "formula": "C36H39IrN10O3SSi",
  "method": "ωB97M-V/def2-TZVPD",
  "total_charge": 1,
  "energy_ha": -2960.36644,
  "multiplicity": 2,
  "e_above_lowest_ev": 1.436,
  "lumo_energy_ev": [-4.35, -4.88],
  "s2": 0.763,
  "elements": ["Ir", "C", "C", "N", "C", "S", "N", "N", "C", "C", "C", "C", "C", "C", "C", "N", "H", "H", "H", "H", "H", "H", "H", "H", "H", "H", "H", "H", "H", "O", "C", "O", "C", "C", "C", "C", "C", "C", "N", "C", "C", "C", "C", "C", "C", "N", "H", "H", "H", "H", "H", "H", "H", "H", "H", "H", "C", "Si", "C", "C", "N", "C", "C", "C", "C", "C", "C", "H", "H", "H", "H", "H", "H", "H", "H", "H", "H", "H", "H", "H", "H", "N", "C", "O", "C", "C", "N", "C", "N", "H", "H"],
  "positions_angstrom": [[-0.196, 0.516, -0.163], [-2.359, 2.181, 5.523], [-2.814, 0.917, 4.814], [-3.145, 1.170, 3.429], [-2.475, 0.740, 2.348], [-1.135, -0.324, 2.538], [-2.933, 1.160, 1.193], [-2.219, 0.912, 0.079], [-2.897, 1.055, -1.025], [-4.343, 1.409, -1.070], [-2.140, 0.900, -2.252], [-2.685, 1.187, -3.504], [-1.875, 1.161, -4.619], [-0.528, 0.887, -4.443], [-0.060, 0.584, -3.180], [-0.850, 0.529, -2.103], [-2.183, 1.982, 6.579], [-3.113, 2.966, 5.450], [-1.435, 2.561, 5.087], [-3.688, 0.485, 5.309], [-2.031, 0.156, 4.839], [-3.820, 1.894, 3.217], [-4.713, 1.622, -0.073], [-4.913, 0.583, -1.500], [-4.497, 2.288, -1.693], [-3.729, 1.446, -3.583], [-2.276, 1.382, -5.597], [0.168, 0.904, -5.269], [0.983, 0.388, -3.031], [3.496, -4.541, -4.771], [4.265, -3.681, -4.086], [5.456, -3.700, -4.206], [3.582, -2.701, -3.173], [2.207, -2.581, -3.024], [1.672, -1.653, -2.147], [2.505, -0.808, -1.421], [3.890, -0.942, -1.550], [4.415, -1.876, -2.421], [1.904, 0.154, -0.523], [2.711, 0.869, 0.190], [2.224, 1.732, 1.233], [3.078, 2.584, 1.926], [2.528, 3.447, 2.862], [1.161, 3.409, 3.061], [0.380, 2.505, 2.349], [0.893, 1.668, 1.454], [2.562, -4.428, -4.569], [1.509, -3.212, -3.562], [0.607, -1.615, -1.993], [4.594, -0.354, -0.987], [5.483, -1.984, -2.529], [3.783, 0.813, 0.081], [4.138, 2.576, 1.721], [3.150, 4.148, 3.400], [0.669, 4.083, 3.747], [-0.690, 2.479, 2.496], [-2.033, -2.638, -2.097], [-1.755, -2.543, -0.229], [-3.371, -1.993, 0.557], [-1.551, -4.310, 0.398], [-0.332, -1.541, 0.194], [0.793, -2.192, 0.763], [1.550, -1.669, 1.819], [2.661, -2.331, 2.314], [3.062, -3.549, 1.790], [2.328, -4.088, 0.742], [1.232, -3.416, 0.237], [-2.765, -3.426, -2.276], [-1.134, -2.914, -2.649], [-2.438, -1.725, -2.547], [-4.113, -2.757, 0.327], [-3.777, -1.048, 0.223], [-3.276, -1.945, 1.641], [-2.559, -4.718, 0.496], [-1.077, -4.364, 1.376], [-1.005, -4.965, -0.273], [1.308, -0.719, 2.265], [3.210, -1.885, 3.133], [3.925, -4.066, 2.185], [2.619, -5.030, 0.297], [0.722, -3.837, -0.614], [1.567, 3.876, -1.110], [0.362, 3.645, -0.535], [-0.205, 2.534, -0.825], [-0.190, 4.613, 0.318], [0.588, 5.744, 0.641], [1.310, 6.596, 0.930], [-1.427, 4.422, 0.958], [-2.426, 4.225, 1.499], [2.032, 4.764, -1.013], [1.893, 3.218, -1.794]]
}

No. 2
{
  "formula": "C36H39MgN6O3P",
  "method": "ωB97M-V/def2-TZVPD",
  "total_charge": 2,
  "energy_ha": -2490.63694,
  "lumo_energy_ev": -4.94,
  "elements": ["Mg", "O", "C", "N", "C", "O", "C", "C", "C", "C", "C", "N", "C", "C", "C", "C", "C", "N", "H", "H", "H", "H", "H", "H", "H", "H", "N", "C", "C", "C", "N", "C", "C", "N", "C", "H", "H", "H", "H", "H", "H", "H", "H", "H", "H", "H", "H", "H", "H", "H", "H", "O", "P", "C", "C", "C", "C", "C", "C", "C", "C", "C", "C", "C", "C", "C", "C", "C", "C", "C", "C", "H", "H", "H", "H", "H", "H", "H", "H", "H", "H", "H", "H", "H", "H", "H"],
  "positions_angstrom": [[-0.066, 0.715, 0.313], [-1.830, 2.749, 2.092], [-0.695, 3.150, 1.859], [0.325, 2.250, 1.640], [1.626, 2.715, 1.673], [2.035, 3.587, 2.409], [2.587, 2.133, 0.687], [3.927, 2.524, 0.748], [4.725, 2.192, -0.350], [4.212, 1.313, -1.318], [2.913, 0.879, -1.199], [2.104, 1.336, -0.247], [-0.470, 4.593, 1.555], [-0.697, 5.641, 2.488], [-0.666, 6.925, 1.935], [-0.428, 7.114, 0.583], [-0.159, 6.011, -0.204], [-0.221, 4.758, 0.266], [4.237, 3.196, 1.604], [5.771, 2.412, -0.448], [4.886, 1.013, -2.115], [2.553, 0.117, -1.881], [-0.859, 5.367, 3.457], [-0.746, 7.761, 2.604], [-0.417, 8.136, 0.111], [-0.042, 6.124, -1.297], [-1.295, -1.017, -2.675], [-2.447, -0.141, -2.966], [-1.980, 1.271, -3.476], [-1.821, 2.284, -2.353], [-0.539, 2.059, -1.612], [-2.983, 2.332, -1.443], [-3.409, 1.026, -0.769], [-2.416, 0.628, 0.335], [-3.463, -0.111, -1.765], [-0.525, -0.867, -3.300], [-1.735, -1.907, -2.780], [-0.949, -1.024, -1.694], [-2.970, -0.523, -3.822], [-2.641, 1.705, -4.247], [-1.162, 1.066, -4.152], [-1.709, 3.246, -2.835], [-0.448, 2.772, -0.878], [0.266, 2.261, -2.174], [-3.828, 2.655, -2.030], [-2.863, 3.158, -0.741], [-4.374, 1.165, -0.258], [-2.922, -0.041, 0.972], [-2.291, 1.425, 1.006], [-4.425, -0.026, -2.316], [-3.443, -1.111, -1.301], [0.152, -1.205, -0.156], [0.473, -2.528, 0.538], [-0.448, -3.820, -0.370], [0.173, -4.935, -0.943], [-0.634, -5.787, -1.746], [-1.975, -5.559, -1.907], [-2.574, -4.434, -1.324], [-1.824, -3.607, -0.544], [0.087, -2.257, 2.286], [0.458, -1.055, 2.814], [-0.098, -0.619, 4.016], [-0.870, -1.461, 4.797], [-1.132, -2.733, 4.323], [-0.758, -3.127, 3.020], [2.235, -3.053, 0.456], [2.823, -3.709, 1.535], [4.087, -4.224, 1.374], [4.783, -3.981, 0.174], [4.196, -3.411, -0.932], [2.852, -2.957, -0.798], [1.263, -5.069, -0.874], [-0.125, -6.592, -2.251], [-2.615, -6.213, -2.458], [-3.598, -4.164, -1.464], [-2.285, -2.786, -0.030], [1.136, -0.394, 2.268], [0.240, 0.351, 4.462], [-1.237, -1.106, 5.785], [-1.680, -3.416, 4.944], [-1.084, -4.039, 2.462], [2.247, -3.935, 2.370], [4.599, -4.815, 2.142], [5.756, -4.389, -0.102], [4.745, -3.296, -1.856], [2.398, -2.669, -1.699]]
}

No. 3
{
  "formula": "C36H39N8O15",
  "method": "ωB97M-V/def2-TZVPD",
  "total_charge": -1,
  "energy_ha": -2960.59713,
  "e_above_lowest_ev": 3.677,
  "lumo_energy_ev": 0.74,
  "elements": ["N", "O", "O", "O", "C", "C", "C", "C", "C", "C", "N", "O", "O", "H", "H", "H", "H", "H", "C", "C", "C", "C", "C", "C", "N", "O", "O", "H", "H", "H", "H", "H", "C", "C", "C", "C", "C", "C", "N", "O", "O", "H", "H", "H", "H", "H", "C", "C", "C", "C", "C", "C", "N", "O", "O", "H", "H", "H", "H", "H", "C", "C", "C", "C", "C", "C", "N", "O", "O", "H", "H", "H", "H", "H", "C", "O", "N", "C", "C", "H", "H", "H", "H", "H", "H", "H", "C", "O", "N", "C", "C", "H", "H", "H", "H", "H", "H", "H"],
  "positions_angstrom": [[31.844, 38.421, 45.082], [31.331, 37.356, 44.689], [32.081, 38.531, 46.350], [31.846, 39.422, 44.323], [34.439, 42.639, 46.696], [35.481, 43.520, 47.441], [35.964, 42.948, 48.862], [35.013, 41.847, 49.456], [34.239, 40.904, 48.522], [33.762, 41.502, 47.161], [35.172, 41.284, 50.798], [36.033, 41.815, 51.605], [34.548, 40.319, 51.122], [34.090, 43.103, 45.919], [36.065, 44.294, 46.892], [36.742, 43.386, 49.507], [33.837, 40.061, 48.827], [32.993, 41.058, 46.490], [33.562, 34.841, 47.776], [34.182, 33.744, 48.691], [33.424, 33.201, 49.812], [32.009, 33.724, 50.132], [31.502, 34.812, 49.282], [32.338, 35.385, 48.097], [31.100, 33.127, 51.096], [31.566, 32.375, 52.053], [29.869, 33.119, 50.858], [34.074, 35.359, 46.776], [35.060, 33.185, 48.593], [33.716, 32.253, 50.330], [30.514, 35.190, 49.350], [32.023, 36.112, 47.294], [29.746, 37.481, 51.969], [30.143, 38.170, 50.681], [31.598, 37.881, 50.186], [32.541, 36.968, 51.060], [32.014, 36.450, 52.336], [30.507, 36.619, 52.700], [34.018, 36.786, 50.810], [34.490, 35.879, 51.526], [34.654, 37.413, 49.997], [28.879, 38.009, 52.496], [29.599, 38.883, 50.087], [32.056, 38.275, 49.137], [32.620, 35.757, 53.170], [30.103, 36.187, 53.505], [30.510, 40.696, 41.356], [29.629, 39.385, 41.457], [28.360, 39.225, 40.612], [28.459, 40.044, 39.228], [29.327, 41.244, 39.090], [30.380, 41.533, 40.199], [27.626, 39.586, 38.154], [26.837, 38.762, 38.205], [27.742, 40.262, 37.137], [31.339, 40.984, 41.950], [29.827, 38.543, 42.254], [27.865, 38.335, 40.572], [29.424, 41.806, 38.276], [30.801, 42.412, 40.259], [30.457, 32.386, 43.706], [28.968, 31.956, 44.044], [28.198, 32.592, 45.089], [28.943, 33.618, 46.019], [30.301, 34.134, 45.611], [30.998, 33.416, 44.357], [28.183, 34.088, 47.183], [28.644, 34.982, 47.853], [27.244, 33.460, 47.664], [31.027, 31.912, 42.906], [28.471, 31.428, 43.346], [27.067, 32.227, 45.227], [30.785, 34.822, 46.070], [32.041, 33.611, 43.973], [36.598, 36.014, 45.414], [37.462, 35.762, 46.268], [35.715, 36.917, 45.535], [34.575, 37.079, 44.534], [35.609, 37.855, 46.616], [36.643, 35.390, 44.543], [33.523, 36.834, 44.996], [34.819, 36.691, 43.558], [34.644, 37.951, 44.568], [34.617, 37.766, 47.250], [35.511, 38.831, 46.267], [36.370, 37.774, 47.464], [28.830, 38.821, 47.381], [28.220, 38.064, 48.186], [28.463, 40.046, 47.030], [29.232, 40.759, 45.998], [27.312, 40.725, 47.617], [29.792, 38.640, 47.051], [28.806, 41.632, 45.648], [29.764, 40.142, 45.219], [30.130, 41.020, 46.534], [27.043, 41.618, 47.128], [27.480, 40.924, 48.721], [26.484, 40.223, 47.525]]
}

No. 4
{
  "formula": "C36H39NO5S2Si",
  "method": "ωB97M-V/def2-TZVPD",
  "energy_ha": -2911.93828,
  "e_above_lowest_ev": 0.803,
  "lumo_energy_ev": 0.25,
  "smiles": "C[Si](C)(C)OC(c1ccccc1)(c1ccccc1)[C@H]1CCCN1/C=C/[C@H](c1ccccc1)C1S(=O)(=O)c2ccccc2S1(=O)=O",
  "elements": ["C", "Si", "C", "C", "O", "C", "C", "C", "C", "C", "C", "C", "C", "C", "C", "C", "C", "C", "C", "C", "C", "C", "N", "C", "C", "C", "C", "C", "C", "C", "C", "C", "C", "S", "O", "O", "C", "C", "C", "C", "C", "C", "S", "O", "O", "H", "H", "H", "H", "H", "H", "H", "H", "H", "H", "H", "H", "H", "H", "H", "H", "H", "H", "H", "H", "H", "H", "H", "H", "H", "H", "H", "H", "H", "H", "H", "H", "H", "H", "H", "H", "H", "H", "H"],
  "positions_angstrom": [[-3.107, -4.594, 1.515], [-4.020, -2.992, 1.476], [-5.770, -3.206, 0.899], [-3.990, -2.183, 3.139], [-3.223, -2.063, 0.289], [-2.414, -0.912, 0.391], [-3.249, 0.372, 0.689], [-4.624, 0.289, 0.497], [-5.454, 1.372, 0.801], [-4.880, 2.505, 1.386], [-3.500, 2.597, 1.619], [-2.676, 1.544, 1.205], [-1.215, -1.214, 1.295], [-1.088, -0.598, 2.535], [0.013, -0.874, 3.359], [0.942, -1.836, 2.951], [0.761, -2.556, 1.754], [-0.344, -2.260, 0.946], [-1.833, -0.756, -1.118], [-2.967, -0.513, -2.128], [-2.973, 0.990, -2.433], [-1.595, 1.522, -1.988], [-1.017, 0.446, -1.186], [0.243, 0.483, -0.676], [1.012, 1.585, -0.644], [2.403, 1.557, -0.295], [2.885, 2.939, 0.300], [3.499, 2.979, 1.547], [3.764, 4.231, 2.087], [3.464, 5.392, 1.368], [2.856, 5.323, 0.115], [2.605, 4.064, -0.462], [3.570, 0.740, -1.096], [5.367, 0.775, -0.840], [5.866, 0.257, 0.411], [5.668, 2.111, -1.312], [5.679, -0.448, -2.131], [6.985, -0.767, -2.536], [7.180, -1.735, -3.556], [6.067, -2.360, -4.159], [4.750, -2.021, -3.751], [4.569, -1.058, -2.742], [2.940, -0.557, -2.158], [2.215, 0.220, -3.146], [2.345, -1.699, -1.498], [-3.535, -5.205, 2.321], [-3.222, -5.135, 0.568], [-2.037, -4.457, 1.710], [-6.265, -3.882, 1.608], [-6.332, -2.268, 0.880], [-5.816, -3.659, -0.096], [-4.714, -2.730, 3.757], [-3.006, -2.263, 3.606], [-4.284, -1.131, 3.117], [-5.075, -0.612, 0.087], [-6.535, 1.287, 0.616], [-5.515, 3.349, 1.645], [-3.041, 3.473, 2.095], [-1.589, 1.612, 1.319], [-1.857, 0.075, 2.904], [0.142, -0.334, 4.307], [1.828, -2.051, 3.558], [1.462, -3.348, 1.429], [-0.541, -2.853, 0.046], [-1.280, -1.693, -1.390], [-2.671, -1.036, -3.046], [-3.952, -0.899, -1.822], [-3.114, 1.224, -3.498], [-3.750, 1.521, -1.864], [-0.949, 1.845, -2.839], [-1.668, 2.375, -1.296], [0.674, -0.483, -0.312], [0.539, 2.545, -0.798], [2.510, 0.868, 0.525], [3.785, 1.992, 2.007], [4.206, 4.269, 3.077], [3.692, 6.365, 1.794], [2.573, 6.216, -0.440], [2.188, 3.939, -1.486], [3.343, 1.807, -1.742], [7.817, -0.251, -2.043], [8.205, -1.974, -3.873], [6.208, -3.105, -4.958], [3.863, -2.484, -4.198]]
}

No. 5
{
  "formula": "C36H40BrHfN6O4S",
  "method": "ωB97M-V/def2-TZVPD",
  "total_charge": 1,
  "energy_ha": -5045.47079,
  "lumo_energy_ev": -2.54,
  "elements": ["Hf", "O", "C", "C", "C", "C", "C", "C", "C", "O", "N", "N", "C", "C", "Br", "C", "C", "C", "C", "C", "C", "C", "H", "H", "H", "H", "H", "H", "H", "H", "H", "H", "H", "H", "H", "H", "C", "C", "C", "C", "C", "C", "C", "C", "C", "S", "C", "N", "H", "H", "H", "H", "H", "H", "H", "H", "C", "C", "N", "H", "H", "H", "C", "N", "C", "C", "C", "N", "C", "C", "O", "H", "H", "H", "H", "H", "H", "H", "H", "H", "H", "H", "H", "C", "C", "O", "H", "H", "H"],
  "positions_angstrom": [[0.203, 0.236, -0.185], [0.547, 3.341, 2.967], [-0.697, 3.865, 2.864], [-0.967, 5.062, 3.527], [-2.211, 5.650, 3.437], [-3.211, 5.049, 2.688], [-2.950, 3.866, 2.025], [-1.698, 3.262, 2.097], [-1.441, 2.036, 1.238], [-0.141, 1.622, 1.168], [-2.245, 0.892, 1.726], [-1.946, -0.270, 1.125], [-2.837, -1.190, 1.031], [-2.580, -2.496, 0.501], [-0.715, -2.884, 0.160], [-3.563, -3.372, 0.217], [-3.485, -4.745, -0.247], [-4.443, -5.188, -1.166], [-4.436, -6.490, -1.620], [-3.495, -7.389, -1.141], [-2.560, -6.970, -0.209], [-2.544, -5.660, 0.231], [0.560, 2.565, 2.358], [-0.176, 5.515, 4.102], [-2.401, 6.582, 3.949], [-4.181, 5.513, 2.611], [-3.724, 3.398, 1.428], [-1.802, 2.282, 0.215], [-3.233, 1.085, 1.899], [-3.860, -1.014, 1.380], [-4.574, -2.992, 0.331], [-5.182, -4.489, -1.531], [-5.175, -6.811, -2.338], [-3.502, -8.410, -1.487], [-1.844, -7.673, 0.187], [-1.832, -5.361, 0.985], [0.122, -0.768, 3.227], [1.407, -1.212, 2.609], [2.304, -1.909, 3.439], [3.511, -2.307, 2.950], [3.833, -2.032, 1.607], [5.073, -2.413, 1.068], [5.351, -2.178, -0.253], [4.386, -1.588, -1.064], [3.145, -1.207, -0.577], [1.987, -0.609, -1.727], [2.847, -1.385, 0.803], [1.656, -0.966, 1.329], [0.266, -0.573, 4.287], [-0.624, -1.561, 3.140], [-0.249, 0.135, 2.748], [2.015, -2.114, 4.456], [4.220, -2.834, 3.568], [5.784, -2.904, 1.714], [6.301, -2.470, -0.674], [4.585, -1.434, -2.113], [3.198, 3.926, 1.061], [2.680, 2.698, 0.561], [2.217, 1.720, 0.177], [4.267, 4.003, 0.876], [3.003, 3.974, 2.134], [2.682, 4.754, 0.574], [-2.994, 3.000, -1.919], [-1.827, 3.568, -2.550], [-2.038, 4.794, -3.295], [-1.242, 4.726, -4.587], [0.219, 4.515, -4.224], [0.375, 3.439, -3.264], [1.694, 2.848, -3.224], [-0.601, 3.003, -2.440], [-0.373, 2.086, -1.609], [-3.284, 3.574, -1.034], [-2.804, 1.966, -1.643], [-3.821, 3.001, -2.630], [-1.730, 5.664, -2.701], [-3.105, 4.891, -3.501], [-1.358, 5.645, -5.158], [-1.604, 3.890, -5.188], [0.640, 5.437, -3.801], [0.794, 4.258, -5.118], [2.437, 3.614, -2.994], [1.929, 2.404, -4.193], [1.733, 2.065, -2.467], [-1.014, -0.707, -3.171], [-1.301, -0.285, -1.727], [-2.476, 0.013, -1.470], [-1.733, -1.473, -3.464], [-0.001, -1.072, -3.323], [-1.185, 0.160, -3.810]]
}